Record 1
Entry from the Open Molecules 2025 dataset: a structure of composition C57H65FN5O3P2PbS (ωB97M-V/def2-TZVPD).

Calculated values
HOMO level: -0.2907 Eh
HOMO-LUMO gap: 4.811 eV
LUMO level: -0.1139 Ha

ORCA input file:
```
! wB97M-V def2-TZVPD RIJCOSX def2/J DEFGRID3
* xyz 1 1
Pb 0.299 0.707 1.327
S 4.804 -5.998 1.260
P 0.960 -2.579 -0.393
P 2.716 -0.456 -0.101
F -3.558 6.766 -0.008
O -1.682 2.270 0.765
O -1.396 -0.482 0.145
O -3.338 -1.589 0.118
N -6.349 6.508 0.478
N -8.174 7.682 1.649
N -5.668 1.704 0.355
N 2.655 -2.184 -0.243
N 1.188 2.777 0.652
C -0.923 -3.191 1.528
C -3.778 3.177 0.343
C 0.282 2.285 -1.512
C -5.467 5.399 0.346
C 4.662 0.108 1.819
C -7.960 1.917 -0.729
C -7.678 0.457 -0.536
C 0.302 4.110 2.547
C 6.802 -0.315 0.105
C 1.438 -6.874 -2.021
C 1.299 -6.701 -0.651
C 2.866 0.120 -1.826
C -8.690 7.144 0.346
C 1.102 -5.432 -0.120
C 0.593 -2.472 3.737
C 4.921 -5.143 2.850
C 4.426 -0.179 0.477
C -5.844 7.817 0.881
C 4.475 -3.856 -0.558
C -5.993 4.120 0.426
C 7.030 -0.040 1.449
C 5.961 0.181 2.305
C -0.274 3.937 -3.151
C 1.166 -4.509 -2.338
C 2.459 4.842 1.503
C 0.160 6.372 -2.694
C -4.805 0.648 0.306
C 3.108 1.147 -4.397
C -4.086 5.535 0.185
C 0.402 -2.786 1.344
C -1.474 -3.253 2.798
C 2.847 -0.203 -4.210
C -2.671 -0.557 0.204
C -0.715 -2.899 3.908
C -5.165 2.996 0.364
C 5.503 -4.740 0.143
C 3.595 -3.103 0.432
C -3.248 4.457 0.218
C 3.117 1.479 -2.018
C -3.454 0.741 0.339
C -0.728 1.494 -3.649
C 5.506 -0.378 -0.383
C 2.723 -0.719 -2.925
C 1.145 -2.410 2.461
C -7.462 6.637 -0.449
C 0.725 3.244 -0.562
C -7.091 1.458 0.407
C 0.160 4.919 -2.278
C 1.365 -5.775 -2.869
C 1.051 -4.322 -0.957
C -7.050 8.642 1.400
C 2.399 2.751 2.750
C -0.224 2.597 -2.752
C 3.243 1.989 -3.300
C 0.627 4.583 -1.003
C 1.561 3.623 1.805
C -2.861 2.038 0.510
H 1.591 -7.865 -2.429
H 3.135 4.635 0.670
H 3.063 5.068 2.386
H 4.646 -5.870 3.613
H 8.044 0.006 1.827
H -9.209 7.946 -0.171
H -5.110 7.681 1.671
H -0.255 7.009 -1.909
H -1.148 -2.942 4.901
H 2.533 -1.772 -2.772
H 0.999 -5.314 0.952
H 3.033 -3.831 1.013
H -0.702 1.794 -4.698
H 6.202 -4.138 0.729
H -7.760 6.884 2.137
H 1.182 6.712 -2.884
H -0.356 4.631 1.845
H 1.465 -5.903 -3.940
H 4.238 -4.295 2.899
H -7.224 7.342 -1.254
H 1.191 -2.185 4.594
H 2.736 -0.858 -5.067
H -0.130 0.589 -3.528
H -6.812 9.164 2.323
H 1.090 -3.651 -2.997
H 5.326 -0.577 -1.433
H -5.250 -0.335 0.231
H 3.844 -4.465 -1.210
H -7.396 9.367 0.668
H -7.013 -0.018 -1.246
H -0.642 4.198 -4.139
H -5.365 8.363 0.067
H 2.640 3.300 3.663
H 1.881 1.837 3.056
H -9.398 6.350 0.571
H -2.171 4.584 0.112
H 3.823 0.268 2.486
H 3.203 1.544 -5.400
H 3.425 3.048 -3.444
H 6.140 0.404 3.349
H 3.329 2.470 2.251
H -0.260 3.267 2.963
H -2.503 -3.567 2.921
H 5.945 -4.813 3.025
H 6.078 -5.296 -0.595
H 7.638 -0.482 -0.564
H 1.880 5.734 1.277
H 0.563 4.789 3.365
H -7.475 2.412 -1.561
H 2.170 -2.075 2.353
H -1.762 1.238 -3.397
H 0.330 1.227 -1.259
H 5.011 -3.136 -1.183
H 4.237 -2.549 1.119
H -7.062 3.994 0.545
H 3.199 2.134 -1.155
H -8.951 2.288 -0.496
H -8.916 8.090 2.210
H 0.909 5.401 -0.366
H 1.364 -7.555 0.012
H -0.418 6.524 -3.607
H -8.465 -0.184 -0.164
H -7.506 1.499 1.408
H -1.538 -3.421 0.663
H -7.684 5.677 -0.902
*
```

=====

Record 2
Entry from the Open Molecules 2025 dataset: a structure of composition C57H67BF4N7S3SbW at a distorted geometry (ωB97M-V/def2-TZVPD).

Calculated values
HOMO level (spin up / spin down): -0.4517 / -0.4574 Eh
Expectation value of S²: 2.023
HOMO-LUMO gap (spin up / spin down): 6.261 / 6.303 eV
LUMO level (spin up / spin down): -0.2216 / -0.2257 Ha

ORCA input file:
```
! wB97M-V def2-TZVPD RIJCOSX def2/J DEFGRID3
* xyz 2 3
W -0.609 0.265 -0.503
Sb -2.904 0.271 1.106
S -0.906 -2.126 0.333
S 1.193 -0.264 -2.234
S 1.289 0.136 1.217
F -6.331 5.421 1.972
F -2.316 -2.195 6.828
F -8.388 -2.738 0.915
F -0.029 2.406 0.559
N -1.315 1.787 -1.679
N 3.079 -1.531 -0.765
N 1.951 -2.514 1.221
N 1.976 -1.571 3.221
N 3.726 0.463 -1.406
N -0.812 -4.268 -1.421
N 1.083 -3.171 -1.132
C -2.136 -0.314 5.444
C -4.107 0.585 -2.345
C 2.700 -0.414 -1.402
C -2.991 -1.877 3.306
C 1.760 -1.365 1.900
C -4.436 4.168 2.556
C -3.042 -0.084 -3.213
C 2.240 -3.477 2.152
C -5.672 -0.593 1.901
C -1.311 4.427 0.904
C 3.719 1.829 -1.950
C -2.166 0.968 -3.854
C -5.978 3.383 0.867
C -5.051 -1.810 -0.060
C -2.975 -4.960 -2.343
C -1.418 1.900 -3.104
C -1.579 2.056 -5.924
C 1.279 4.351 -3.833
C -0.907 3.011 -5.193
C -1.069 3.281 0.188
C 2.311 -1.240 5.635
C -4.738 -0.871 0.909
C 0.096 -4.723 -2.348
C -2.205 -1.133 -2.504
C -2.218 1.045 -5.238
C -5.191 2.264 0.685
C -2.040 -5.046 -1.136
C 1.254 -4.052 -2.168
C -4.031 2.083 1.428
C -1.750 2.903 -0.974
C 2.232 -0.556 4.269
C -2.250 0.238 4.177
C -2.734 -4.570 0.136
C 3.667 1.717 -3.475
C -2.881 -2.444 4.562
C 4.999 2.564 -1.555
C 3.582 0.084 3.924
C -3.656 3.043 2.354
C 2.259 -2.902 3.375
C 4.371 -1.349 -0.354
C -1.611 -6.503 -0.910
C -0.196 -3.282 -0.730
C -2.448 -1.652 5.615
C -2.836 3.715 -1.333
C -3.145 4.841 -0.588
C -2.372 5.224 0.499
C 1.128 0.501 4.301
C -0.888 5.426 -3.322
C -0.084 4.132 -3.171
C -0.815 2.969 -3.806
C -2.670 -0.536 3.105
C -6.277 -2.455 -0.061
C -6.904 -1.211 1.909
C 4.772 -0.121 -0.751
C -7.198 -2.137 0.920
C 2.523 2.554 -1.325
C -5.588 4.324 1.806
B 2.305 -2.762 -0.276
H -3.133 -3.480 4.738
H 1.793 3.412 -3.986
H 3.536 0.555 2.944
H 4.372 -0.664 3.919
H -1.809 0.272 6.289
H -3.995 5.444 -0.870
H -4.639 1.312 -2.956
H 2.600 3.621 -1.499
H -1.083 5.628 -4.371
H 5.885 2.083 -1.960
H -7.639 -0.991 2.666
H -2.009 1.284 4.041
H -1.563 -1.656 -3.213
H -5.503 1.518 -0.032
H -2.462 -7.075 -0.554
H -6.883 3.533 0.298
H 3.835 0.844 4.657
H -3.576 -0.599 -4.020
H -4.839 -0.132 -1.981
H -2.811 -1.857 -1.961
H 2.517 2.388 -0.246
H 4.958 3.566 -1.971
H -2.485 -5.325 -3.241
H -2.049 -4.594 0.981
H -0.140 -5.486 -3.057
H -3.423 3.448 -2.199
H 2.192 -4.147 -2.672
H 1.577 2.205 -1.742
H 0.070 3.940 -2.107
H -3.136 -3.568 0.043
H 2.436 -4.488 1.867
H -3.850 -5.577 -2.163
H 3.764 2.703 -3.918
H 2.450 -3.356 4.322
H -3.304 -3.940 -2.525
H 3.051 -3.686 -0.306
H 4.498 1.107 -3.824
H -4.341 -2.068 -0.830
H -1.255 -6.976 -1.820
H 4.903 -2.102 0.190
H 1.227 1.096 5.204
H 1.198 1.176 3.454
H -0.696 4.679 1.751
H 1.168 4.839 -4.795
H -3.348 -2.482 2.482
H 5.092 2.656 -0.475
H 2.410 -0.478 6.402
H 3.182 -1.884 5.710
H -1.633 2.119 -7.001
H -0.307 6.252 -2.920
H 1.414 -1.816 5.849
H 1.886 5.004 -3.213
H -0.830 -6.559 -0.156
H -2.745 2.930 2.925
H 5.717 0.356 -0.616
H -6.527 -3.193 -0.807
H 2.740 1.256 -3.810
H -3.561 -5.241 0.359
H -2.793 0.311 -5.782
H -0.436 3.829 -5.712
H -2.586 6.131 1.038
H -4.160 4.921 3.277
H 0.150 0.029 4.300
H -1.837 5.382 -2.800
H -3.665 1.110 -1.495
H -1.514 -0.621 -1.771
H -5.434 0.112 2.683
*
```

=====

| no. | E_tot (eV) |
| --- | --- |
| 1 | -111130.004 |
| 2 | -123032.981 |